The following is a quantum chemistry calculation of C58H50GeIrN6P2 as an isolated structure in a non-equilibrium geometry, from the Open Molecules 2025 dataset.

The geometry in XYZ format:
```
118
Properties=species:S:1:pos:R:3:forces:R:3
Ir 0.019288 0.259700 0.449568 1.26 -0.38 -0.43
N 0.679294 -1.383678 -3.560194 0.03 -0.04 -0.05
C 0.755250 -0.601378 -2.496189 0.04 0.21 0.02
N 0.066357 -0.770543 -1.398393 -0.30 -0.10 -0.04
C -0.790011 -1.893225 -1.323007 0.13 0.02 -0.05
N -1.367707 -2.239296 -0.220323 -0.11 -0.01 0.21
N -1.095841 -1.364907 0.796674 0.09 -0.11 -0.27
C -1.546270 -1.541319 1.976921 -0.10 -0.08 0.13
C -1.173339 -0.509570 2.936253 0.02 0.08 -0.06
C -1.588406 -0.555638 4.251934 -0.01 0.01 0.09
C -1.221880 0.462260 5.119323 -0.03 -0.06 0.01
C -0.436086 1.490011 4.636044 0.03 0.03 -0.05
C -0.041794 1.472810 3.308526 0.05 -0.04 -0.03
N -0.401046 0.510298 2.457442 -0.35 0.02 0.11
C -0.995283 -2.703738 -2.513414 0.00 0.03 -0.01
C -1.940758 -3.734684 -2.563490 0.03 0.02 0.04
C -2.089637 -4.471335 -3.715949 0.01 -0.01 -0.04
C -1.295395 -4.200476 -4.834717 -0.03 -0.03 0.01
C -0.361654 -3.187887 -4.806915 0.04 0.01 0.02
C -0.227464 -2.441271 -3.642579 0.01 -0.01 0.04
H 1.251724 -1.155871 -4.359375 -0.02 -0.01 -0.02
H 1.450034 0.227535 -2.555967 -0.09 -0.01 0.01
H -2.173168 -2.388473 2.234662 -0.02 0.03 -0.02
H -2.203475 -1.383127 4.578199 0.00 0.01 0.00
H -1.543326 0.447763 6.151805 0.00 0.00 0.00
H -0.118082 2.306704 5.268512 0.00 0.00 0.00
H 0.590457 2.253052 2.916459 0.03 0.02 -0.02
H -2.538379 -3.936417 -1.685702 -0.01 0.00 0.00
H -2.821626 -5.265728 -3.758656 0.00 0.00 0.00
H -1.416811 -4.788247 -5.734457 0.00 0.00 0.00
H 0.252059 -2.970478 -5.672314 -0.01 0.01 0.00
C 3.926290 1.820599 1.785360 0.17 -0.04 -0.26
N 2.795547 1.196645 1.093451 -0.06 -0.03 0.37
P 2.351940 -0.455330 1.088910 -0.63 0.24 0.62
C 3.742829 -1.366894 0.396919 -0.06 -0.06 -0.18
C 3.824437 -1.534077 -0.986293 0.01 0.02 0.01
C 4.908376 -2.185925 -1.550267 -0.01 0.01 0.01
C 5.918886 -2.675468 -0.732766 0.01 -0.01 0.01
C 5.841492 -2.521140 0.644411 -0.01 0.01 0.00
C 4.753664 -1.875043 1.213293 0.00 -0.01 -0.02
C 2.213536 -1.118724 2.767948 0.21 -0.03 0.01
C 2.535533 -0.447577 3.942213 -0.03 0.02 0.01
C 2.341576 -1.066169 5.172443 0.01 -0.01 -0.01
C 1.834642 -2.355590 5.235366 0.00 0.03 -0.01
C 1.511836 -3.031609 4.064587 0.00 0.00 -0.01
C 1.694682 -2.414794 2.838141 -0.01 -0.01 0.01
P 1.561111 1.962968 0.220506 -0.10 0.28 -0.26
C 1.398773 3.690449 0.743917 -0.08 -0.04 0.17
C 2.437859 4.582353 0.459938 0.05 -0.04 -0.04
C 2.335454 5.916138 0.812098 -0.01 0.01 0.01
C 1.182558 6.385310 1.429949 0.01 0.00 -0.01
C 0.133655 5.518162 1.691704 0.00 -0.01 0.01
C 0.241739 4.176409 1.355294 0.03 -0.02 -0.04
C 2.151455 2.184961 -1.471801 0.03 0.16 -0.04
C 3.440747 1.867642 -1.881257 -0.06 -0.12 -0.02
C 3.793735 2.012786 -3.219895 0.04 -0.01 0.01
C 2.866875 2.484516 -4.136983 -0.02 0.02 -0.03
C 1.580686 2.825129 -3.723765 0.00 -0.02 -0.01
C 1.223206 2.676433 -2.394682 0.04 0.03 0.01
H 4.689870 1.066157 1.976014 0.00 -0.01 0.03
H 3.620836 2.269802 2.730545 -0.01 0.02 -0.01
H 4.376515 2.597605 1.169413 0.02 -0.02 -0.01
H 3.036873 -1.148716 -1.622729 0.05 -0.02 0.03
H 4.966601 -2.318704 -2.622508 0.00 0.00 0.00
H 6.766160 -3.186158 -1.170445 0.00 0.00 0.00
H 6.626067 -2.911636 1.278249 0.00 0.00 0.00
H 4.688231 -1.777870 2.289785 0.00 0.00 0.00
H 2.942510 0.554727 3.912682 0.00 -0.02 -0.01
H 2.603929 -0.542454 6.082562 0.00 0.00 0.00
H 1.700206 -2.838197 6.194228 0.00 0.00 0.00
H 1.122675 -4.040506 4.107236 0.00 0.00 0.01
H 1.440642 -2.949906 1.927346 0.01 0.01 0.00
H 3.323451 4.241557 -0.063294 -0.01 0.01 0.00
H 3.147403 6.595387 0.590437 0.00 -0.01 0.00
H 1.098915 7.431539 1.692199 0.00 0.00 0.00
H -0.774588 5.884775 2.151113 0.00 0.00 -0.01
H -0.593751 3.520959 1.550144 -0.02 -0.05 0.02
H 4.164779 1.489588 -1.168780 -0.01 -0.01 0.00
H 4.797617 1.767028 -3.541047 0.00 0.00 0.00
H 3.149709 2.605750 -5.174411 0.00 0.00 0.00
H 0.863691 3.210191 -4.437273 0.00 0.00 0.00
H 0.219253 2.931462 -2.067794 0.00 0.01 0.00
C -1.618552 1.351027 -0.068403 -0.20 -0.11 0.22
Ge -3.377707 0.807719 -0.702658 0.11 0.05 -0.04
C -3.237986 0.105843 -2.521789 -0.01 -0.06 0.02
C -4.259645 -0.651116 -3.096425 0.04 -0.06 -0.01
C -4.170801 -1.089261 -4.411692 0.01 0.01 0.01
C -3.069082 -0.750744 -5.185585 -0.01 0.00 0.01
C -2.063790 0.036425 -4.641426 -0.01 0.02 -0.01
C -2.145730 0.449924 -3.318625 -0.10 0.15 -0.05
C -4.479291 2.407184 -0.711959 -0.04 0.04 -0.02
C -5.758690 2.430068 -0.159529 0.02 0.04 -0.04
C -6.535577 3.580362 -0.224202 0.01 -0.01 0.01
C -6.041190 4.718978 -0.842378 0.00 0.00 0.00
C -4.769305 4.708664 -1.400296 0.01 -0.01 0.00
C -3.995838 3.559062 -1.335301 -0.03 0.01 0.05
C -4.150635 -0.489295 0.543843 -0.11 0.01 -0.01
C -4.426602 -1.814716 0.215163 0.01 -0.01 0.04
C -4.949095 -2.691055 1.159787 0.02 0.00 -0.02
C -5.208509 -2.250123 2.450524 -0.01 -0.01 0.00
C -4.951757 -0.927734 2.792240 0.02 0.00 -0.01
C -4.429177 -0.057717 1.844271 0.04 -0.02 0.02
H -1.634632 2.356535 0.343274 -0.03 0.11 -0.11
H -5.146697 -0.895060 -2.522352 0.01 0.00 0.00
H -4.972976 -1.676508 -4.840031 0.00 0.00 0.00
H -3.009795 -1.076528 -6.216206 0.00 0.00 0.00
H -1.223913 0.342684 -5.256692 -0.02 0.00 0.00
H -1.368258 1.088092 -2.907289 0.00 -0.01 0.01
H -6.161892 1.545934 0.320279 0.00 -0.01 0.00
H -7.529083 3.585161 0.205089 0.00 0.00 0.00
H -6.648556 5.612860 -0.895859 0.00 0.00 0.00
H -4.386420 5.594327 -1.891186 0.00 0.00 0.00
H -3.006298 3.562503 -1.783659 0.00 -0.01 0.00
H -4.222520 -2.176700 -0.785120 -0.01 0.00 -0.01
H -5.164091 -3.716656 0.887000 0.00 0.00 0.00
H -5.632843 -2.927473 3.180452 0.01 0.00 0.00
H -5.176847 -0.571564 3.790319 -0.01 0.00 -0.01
H -4.242157 0.975501 2.122129 -0.01 0.01 -0.01
```
Forces are in eV/Å.

## Properties
2S+1: 2
ΔE to the lowest compared entry with this formula, charge and spin in kJ/mol: 0.00
HOMO-LUMO gap (alpha / beta) in eV: 6.1 / 6.7
Net charge: +2

Mulliken population analysis, charges in e, atoms 1 to 5:
1 Ir 0.545
2 N 0.429
3 C -0.012
4 N 0.205
5 C -0.116